(1)
This record from the Open Molecules 2025 dataset describes a 2-piece molecular cluster, CH6NO2P overall at a distorted geometry. The level of theory is ωB97M-V/def2-TZVPD.

Positions of all 11 atoms, in Å:
C1 1.2632 -0.4740 -0.3647
N1 0.2564 0.4321 0.2648
O1 -1.8838 -1.2725 0.5561
O2 -2.8490 0.9455 0.2681
P1 -1.9354 -0.1382 -0.5570
H1 2.0913 0.0942 -0.6523
H2 1.5197 -1.3887 0.2484
H3 0.8100 -0.7204 -1.2786
H4 0.4714 1.3968 0.0128
H5 -1.8097 -0.6881 1.3948
H6 -2.7736 1.8290 -0.0691

Force components x, y, z for each atom (eV/Å):
-1.862 -0.012 1.472
-2.335 -0.585 -0.255
-0.565 1.243 1.767
0.384 -0.945 0.114
3.017 0.883 0.729
1.777 0.635 -0.044
-0.333 1.170 -0.613
-0.219 -1.333 -1.531
-0.025 -0.202 -0.127
0.178 -1.699 -1.187
-0.017 0.845 -0.325

Computed properties:
Orbital gap (alpha / beta)   8.37 / 8.37 eV
E_tot   -16006.9093 eV
HOMO level (alpha / beta)   -7.9327 / -7.9318 eV
Relative energy (zero: lowest compared OMol25 entry of this formula, charge and spin)   2.978 eV
LUMO level (alpha / beta)   0.4 / 0.4 eV
F_max   0.063 Eh/bohr

Atom charges from the natural (NBO) analysis, given in e for atoms 1 to 6:
1 C -0.4381
2 N -0.9059
3 O -0.9857
4 O -1.0048
5 P 1.4345
6 H 0.1865


(2)
This record from the Open Molecules 2025 dataset describes a 2-piece molecular cluster, C4H14N2O overall at a distorted geometry. The level of theory is ωB97M-V/def2-TZVPD.

Positions of all 21 atoms, in Å:
N1 -1.7378 1.2067 -0.2714
C1 -2.0505 0.0254 -1.0521
C2 -0.8227 -0.7553 -1.1831
C3 -0.4699 -1.7620 -0.0407
C4 0.2709 -1.0829 1.2538
N2 0.9982 0.2808 0.9014
H1 -2.3702 1.3272 0.5629
H2 -1.6108 1.8984 -0.9062
H3 -2.4524 0.1261 -2.0278
H4 -2.8383 -0.6360 -0.4875
H5 0.0633 -0.2245 -1.5199
H6 -1.0378 -1.4004 -2.0925
H7 -1.4324 -2.2023 0.1680
H8 0.1764 -2.4562 -0.4721
H9 1.0178 -1.8103 1.6971
H10 -0.5133 -0.6243 1.9181
H11 1.1463 0.7511 1.7986
H12 0.1929 0.8561 0.5274
O1 3.2896 1.6470 0.1863
H13 4.1424 1.3955 0.5888
H14 2.8103 0.8608 0.4775

Force components x, y, z for each atom (eV/Å):
-1.704 -2.400 3.107
-1.269 -1.530 2.844
1.151 -3.380 -1.741
0.326 3.427 0.904
-0.652 1.668 -1.046
-1.641 -1.249 -0.110
0.897 0.585 -1.895
0.089 3.358 -1.307
-0.661 1.070 -0.906
1.271 1.175 -0.915
-0.039 0.610 0.266
0.412 0.121 0.859
-0.033 -0.517 0.785
1.060 -1.386 -0.474
-1.165 1.037 -0.195
0.541 -1.733 0.029
0.160 -0.379 -0.041
1.141 -0.697 0.056
1.420 -0.506 0.695
-0.034 0.794 -0.478
-1.270 -0.068 -0.437

Computed properties:
SMILES string   NCCCCN.O
Orbital gap   10.17 eV
E_tot   -9401.1349 eV
HOMO level   -9.2594 eV
Relative energy (zero: lowest compared OMol25 entry of this formula, charge and spin)   2.472 eV
LUMO level   0.9 eV
F_max   0.083 Eh/bohr

Atom charges from the natural (NBO) analysis, given in e for atoms 1 to 6:
1 N -0.8715
2 C -0.2245
3 C -0.4077
4 C -0.4006
5 C -0.2327
6 N -0.8975


(3)
This record from the Open Molecules 2025 dataset describes C4HNO2 in the gas phase at a distorted geometry. The level of theory is ωB97M-V/def2-TZVPD.

Positions of all 8 atoms, in Å:
C1 -1.0404 -1.1843 -0.1067
C2 -0.1849 -0.6415 -1.0344
C3 0.4568 0.4416 -0.1214
C4 1.3975 1.4171 -0.2718
N1 -0.0995 0.3582 1.1206
O1 2.1908 2.2097 -0.4904
O2 -0.9830 -0.6052 1.1104
H1 -1.7373 -1.9956 -0.2064

Force components x, y, z for each atom (eV/Å):
1.083 0.564 -1.467
1.090 1.137 -0.092
-2.848 -2.966 0.340
0.988 0.736 -0.957
0.506 0.973 0.928
-1.209 -1.154 0.514
0.496 0.748 0.595
-0.105 -0.037 0.140

Computed properties:
Orbital gap   7.01 eV
E_tot   -9743.1155 eV
HOMO level   -8.5443 eV
Relative energy (zero: lowest compared OMol25 entry of this formula, charge and spin)   3.579 eV
LUMO level   -1.5 eV
F_max   0.080 Eh/bohr

Atom charges from the natural (NBO) analysis, given in e for atoms 1 to 6:
1 C -0.0520
2 C -0.2897
3 C -0.2778
4 C 0.9231
5 N -0.0175
6 O -0.3147


(4)
This record from the Open Molecules 2025 dataset describes a 5-piece molecular cluster, C32H52F17NO9S overall at a distorted geometry. The level of theory is ωB97M-V/def2-TZVPD.

Positions of all 112 atoms, in Å:
C1 -3.0396 -4.4737 3.1308
C2 -3.3345 -4.2306 1.9971
N1 -3.6477 -3.8696 0.7216
C3 -2.6628 -4.3196 -0.2802
C4 -1.2170 -3.8901 0.0235
C5 -0.3991 -3.5647 -1.2177
F1 0.9114 -3.7057 -0.9201
F2 -0.7104 -4.4015 -2.2366
C6 -0.6386 -2.1118 -1.6952
F3 -0.1836 -1.2845 -0.7371
F4 -1.9742 -1.9217 -1.8075
C7 -0.0073 -1.7714 -3.0838
F5 1.1139 -2.4910 -3.2739
F6 -0.8975 -2.1599 -4.0213
C8 0.2584 -0.2441 -3.3064
F7 -0.0019 0.0222 -4.6079
F8 -0.5990 0.4790 -2.5709
C9 1.7170 0.2687 -3.1025
F9 2.5076 -0.2832 -4.0336
F10 1.6627 1.6077 -3.3232
C10 2.3155 0.1019 -1.6940
F11 2.4078 -1.1969 -1.3645
F12 1.4439 0.6746 -0.8299
C11 3.7285 0.7698 -1.5114
F13 4.1903 1.2541 -2.6767
F14 4.5939 -0.1689 -1.0784
C12 3.7843 1.9270 -0.4752
F15 2.9331 2.9078 -0.7784
F16 5.0304 2.4302 -0.5384
F17 3.5837 1.5157 0.7606
C13 -3.8827 -2.4578 0.6347
O1 -3.0876 -1.6221 0.9311
O2 -5.1146 -2.1468 0.1625
C14 -5.0756 -1.3434 -1.0247
C15 -6.4636 -0.7634 -1.2447
C16 -7.0421 -0.1114 0.0068
S1 -6.3237 1.4633 0.4893
O3 -5.8674 1.4065 1.8399
O4 -7.2769 2.4885 0.1505
O5 -5.0440 1.6637 -0.4512
H1 -2.7890 -4.6991 4.1311
H2 -2.7073 -5.4010 -0.3108
H3 -2.9819 -3.9852 -1.2587
H4 -0.6965 -4.7285 0.4756
H5 -1.1635 -3.0775 0.7360
H6 -4.8160 -1.9862 -1.8646
H7 -4.3403 -0.5501 -0.9504
H8 -7.1264 -1.5844 -1.4956
H9 -6.4052 -0.0558 -2.0653
H10 -6.9619 -0.7664 0.8650
H11 -8.0923 0.1009 -0.1442
H12 -5.3804 2.0608 -1.2697
C17 1.8426 -9.9102 -4.7706
C18 0.6589 -9.3647 -3.9897
O6 1.0159 -8.5090 -2.9203
C19 1.7350 -7.3401 -3.2700
C20 0.9937 -6.4164 -4.2206
H13 2.5226 -10.4455 -4.1070
H14 1.4957 -10.5970 -5.5431
H15 2.4097 -9.1188 -5.2621
H16 0.1192 -10.1907 -3.5265
H17 -0.0479 -8.8649 -4.6621
H18 2.7191 -7.6020 -3.6747
H19 1.9133 -6.8217 -2.3275
H20 0.7995 -6.8858 -5.1859
H21 1.5821 -5.5159 -4.4013
H22 0.0354 -6.1248 -3.7942
C21 0.6669 1.5062 2.0628
C22 -0.1522 1.8309 3.2983
O7 0.6315 2.2192 4.4124
C23 1.4546 3.3586 4.2290
C24 0.6956 4.6240 3.8687
H23 1.3870 0.7154 2.2788
H24 0.0173 1.1771 1.2508
H25 1.2259 2.3741 1.7090
H26 -0.6983 0.9446 3.6207
H27 -0.9044 2.5946 3.0689
H28 2.2338 3.1533 3.4852
H29 1.9655 3.4999 5.1811
H30 0.1762 4.5345 2.9126
H31 1.3878 5.4634 3.7948
H32 -0.0493 4.8525 4.6321
C25 5.5222 3.4250 2.4884
C26 5.8401 4.5234 3.4875
O8 5.0924 4.4428 4.6877
C27 5.2462 3.2548 5.4429
C28 6.6701 2.9900 5.9012
H33 4.4612 3.4222 2.2402
H34 6.0933 3.5689 1.5719
H35 5.7751 2.4402 2.8849
H36 5.5861 5.4926 3.0577
H37 6.9145 4.5480 3.7021
H38 4.8529 2.3946 4.8888
H39 4.6031 3.3852 6.3132
H40 7.3512 2.8417 5.0623
H41 6.7021 2.0912 6.5176
H42 7.0432 3.8291 6.4898
C29 -3.1320 7.2067 0.1466
C30 -3.1904 6.2358 -1.0202
O9 -1.9461 6.0291 -1.6651
C31 -0.9087 5.5035 -0.8582
C32 -1.2241 4.1479 -0.2510
H43 -2.7434 8.1721 -0.1800
H44 -4.1300 7.3531 0.5602
H45 -2.4911 6.8435 0.9511
H46 -3.8486 6.6356 -1.7917
H47 -3.6223 5.2798 -0.7027
H48 -0.6307 6.2196 -0.0761
H49 -0.0470 5.4144 -1.5203
H50 -2.0771 4.1892 0.4278
H51 -0.3665 3.7814 0.3159
H52 -1.4586 3.4236 -1.0331

Force components x, y, z for each atom (eV/Å):
-0.059 -0.088 -0.143
0.070 0.060 -0.027
-0.002 -0.080 0.372
0.129 -0.110 -0.038
0.114 -0.533 -0.331
-0.501 0.370 0.744
0.159 -0.018 -0.194
0.084 -0.115 -0.153
0.104 -0.126 -0.041
-0.026 -0.163 -0.074
-0.002 0.125 -0.026
-0.401 -0.213 -0.053
-0.004 0.248 -0.031
0.127 0.034 0.121
0.074 -0.052 -0.598
0.074 -0.070 0.197
0.023 -0.025 -0.004
-0.004 0.584 -0.034
-0.080 -0.155 0.173
-0.078 -0.235 -0.011
-0.094 -0.053 0.512
0.103 0.107 -0.252
0.325 0.146 -0.077
0.229 -0.217 0.157
-0.111 -0.025 0.058
-0.160 0.131 -0.078
0.654 0.594 -0.375
-0.008 -0.218 0.031
-0.241 -0.071 -0.042
-0.305 -0.302 0.116
-0.358 0.761 -0.055
0.271 -0.015 0.049
0.406 -0.767 -0.315
-0.377 0.421 -0.258
0.401 -0.203 0.641
0.211 0.009 -0.212
-0.992 0.789 0.943
0.359 -0.378 -0.456
0.381 -0.324 -0.441
-0.254 -0.135 -0.006
0.032 -0.090 0.260
-0.120 -0.181 0.064
-0.183 0.189 -0.094
0.117 -0.111 0.132
-0.063 0.301 -0.010
0.051 -0.075 -0.105
0.190 -0.024 0.278
-0.237 -0.008 -0.270
-0.185 -0.018 -0.265
0.194 -0.073 0.159
-0.182 0.236 -0.006
0.192 0.169 -0.015
0.074 0.077 0.040
-0.030 -0.048 -0.094
-0.044 -0.019 0.140
0.073 0.076 -0.041
-0.072 -0.086 -0.067
-0.006 -0.021 0.001
-0.018 -0.021 0.012
-0.038 -0.001 -0.047
-0.007 0.025 0.055
0.037 0.020 -0.030
-0.015 -0.004 -0.046
-0.019 -0.040 0.036
0.084 0.005 -0.022
0.001 0.015 0.029
-0.013 0.016 0.004
0.049 0.034 0.014
-0.052 0.020 -0.095
-0.004 -0.038 0.128
0.049 0.028 -0.033
-0.087 -0.037 -0.029
-0.010 -0.027 -0.006
-0.046 -0.026 0.046
-0.048 0.015 -0.045
0.021 0.004 0.060
0.026 0.031 -0.020
-0.014 0.024 -0.024
-0.002 -0.040 0.018
0.046 0.010 -0.030
0.026 -0.006 0.025
0.004 0.007 0.009
0.033 -0.064 0.148
0.026 0.012 -0.088
-0.089 0.129 0.033
0.003 -0.110 0.017
0.046 0.083 -0.057
-0.023 0.052 0.023
0.013 0.045 -0.004
0.026 -0.018 -0.063
-0.030 0.022 0.051
0.004 -0.055 0.014
0.037 -0.013 -0.016
-0.031 0.046 -0.016
-0.015 -0.062 -0.006
-0.019 -0.001 0.015
-0.006 -0.003 0.016
0.113 -0.006 0.012
-0.079 0.011 0.052
-0.006 0.022 -0.140
0.080 -0.024 0.090
-0.099 -0.030 0.000
-0.017 0.009 -0.009
-0.019 0.004 -0.019
-0.050 -0.034 0.023
0.037 -0.007 -0.051
0.021 -0.006 0.057
-0.031 -0.021 0.034
-0.026 0.030 -0.051
0.040 0.010 0.060
0.017 -0.003 -0.027
0.032 -0.017 -0.008

Computed properties:
SMILES string   C#CN(CCC(F)(F)C(F)(F)C(F)(F)C(F)(F)C(F)(F)C(F)(F)C(F)(F)C(F)(F)F)C(=O)OCCCS(=O)(=O)O.CCOCC.CCOCC.CCOCC.CCOCC
Orbital gap   9.62 eV
E_tot   -110973.2123 eV
HOMO level   -9.4521 eV
Relative energy (zero: lowest compared OMol25 entry of this formula, charge and spin)   0.000 eV
LUMO level   0.2 eV
F_max   0.031 Eh/bohr

Atom charges from the Löwdin analysis, given in e for atoms 1 to 6:
1 C 0.1534
2 C -0.1705
3 N -0.0188
4 C -0.1046
5 C -0.0347
6 C -0.4435


Q: Among the records above, which one has the highest relative energy (zero: lowest compared OMol25 entry of this formula, charge and spin)?
A: C4HNO2


Q: What is the formula in the third record?
A: C4HNO2